# 1
{
  "formula": "C30H27CsI2N4O4PS2",
  "method": "ωB97M-V/def2-TZVPD",
  "max_force_ha_per_bohr": 0.01634,
  "energy_ha": -3432.82924,
  "homo_energy_ha": -0.198,
  "total_charge": -1,
  "e_above_lowest_ev": 0.0000,
  "elements": ["Cs", "O", "S", "O", "O", "C", "C", "C", "C", "C", "C", "P", "C", "C", "C", "C", "C", "C", "C", "C", "C", "C", "C", "C", "H", "H", "H", "H", "H", "H", "H", "H", "H", "H", "H", "H", "H", "H", "I", "C", "C", "C", "I", "C", "C", "C", "C", "N", "C", "C", "O", "H", "H", "H", "H", "N", "C", "C", "N", "H", "H", "H", "H", "H", "H", "H", "H", "H", "S", "C", "N"],
  "positions_angstrom": [[1.0117, 2.0633, -0.3863], [4.5443, 0.5916, 1.6219], [3.2506, 0.1526, 1.1556], [3.1377, 0.1457, -0.3071], [2.1286, 0.7759, 1.8688], [3.1065, -1.5796, 1.5878], [3.9246, -2.0051, 2.6319], [3.8948, -3.3218, 3.0587], [3.0493, -4.2184, 2.4239], [2.2365, -3.7932, 1.3868], [2.2284, -2.4669, 0.9455], [1.0603, -1.9449, -0.4072], [-0.0456, -3.4188, -0.4692], [-0.9578, -3.5686, 0.5783], [-1.8700, -4.6099, 0.5810], [-1.9063, -5.5061, -0.4818], [-1.0219, -5.3529, -1.5384], [-0.0932, -4.3167, -1.5308], [2.0770, -2.1833, -1.9146], [1.5704, -1.6574, -3.1007], [2.2654, -1.8023, -4.2935], [3.4870, -2.4609, -4.3054], [4.0047, -2.9767, -3.1235], [3.3011, -2.8437, -1.9346], [4.5888, -1.2815, 3.0837], [4.5328, -3.6446, 3.8722], [3.0209, -5.2574, 2.7304], [1.5910, -4.5182, 0.9084], [-0.9512, -2.8475, 1.3876], [-2.5664, -4.7170, 1.4040], [-2.6272, -6.3144, -0.4904], [-1.0521, -6.0416, -2.3737], [0.5993, -4.2100, -2.3562], [0.6207, -1.1310, -3.0913], [1.8561, -1.3929, -5.2084], [4.0391, -2.5660, -5.2311], [4.9635, -3.4808, -3.1267], [3.7146, -3.2403, -1.0160], [1.0910, 5.9970, -1.9665], [0.1325, 5.8866, -0.1078], [0.3700, 6.9001, 0.8335], [-0.2231, 6.8648, 2.0618], [0.1811, 8.4562, 3.3892], [-1.0602, 5.7895, 2.4378], [-1.6614, 5.6412, 3.7060], [-2.4146, 4.5384, 3.9812], [-2.5792, 3.5650, 2.9822], [-2.0589, 3.6638, 1.7833], [-1.3082, 4.7553, 1.4920], [-0.7587, 4.8290, 0.1365], [-1.0582, 3.9416, -0.7258], [1.0297, 7.7174, 0.5774], [-1.5083, 6.4036, 4.4589], [-2.8737, 4.4024, 4.9514], [-3.1624, 2.6696, 3.1830], [-3.1013, 2.2310, -1.1921], [-3.7703, 1.5469, -0.0607], [-2.8520, 0.5257, 0.5913], [-2.5490, -0.6656, -0.1835], [-3.7369, 2.8943, -1.6286], [-2.8101, 1.5761, -1.9494], [-2.2625, 2.8048, -0.9130], [-4.6616, 1.0529, -0.4520], [-4.0694, 2.3051, 0.6609], [-3.3210, 0.2309, 1.5339], [-1.9264, 1.0390, 0.8558], [-1.9953, -0.4547, -1.0069], [-3.3965, -1.1134, -0.5110], [-3.1837, -0.0474, -5.8612], [-2.7608, 0.3529, -4.3462], [-2.4545, 0.6417, -3.2508]],
  "atomic_forces_ev_per_a": [[-0.079, -0.016, -0.361], [0.080, 0.037, 0.131], [0.374, -0.685, 0.277], [-0.279, 0.241, 0.164], [0.076, 0.044, -0.390], [0.094, -0.065, 0.137], [-0.114, -0.020, -0.168], [-0.040, -0.022, -0.038], [0.091, -0.040, 0.105], [-0.077, 0.009, -0.093], [0.059, -0.071, 0.037], [0.249, 0.149, 0.188], [-0.013, 0.144, -0.062], [0.002, 0.036, -0.048], [0.010, -0.004, 0.005], [0.044, 0.011, -0.041], [-0.009, 0.009, 0.041], [0.025, -0.035, 0.040], [-0.078, -0.061, 0.081], [-0.015, 0.012, -0.009], [0.004, 0.002, 0.006], [0.007, -0.017, 0.054], [-0.031, 0.017, -0.025], [0.008, 0.020, -0.042], [0.005, 0.003, -0.001], [-0.003, -0.005, -0.005], [0.004, 0.011, 0.000], [0.008, 0.021, 0.004], [-0.031, -0.023, 0.007], [0.010, 0.012, 0.000], [-0.003, 0.005, 0.010], [0.011, 0.010, -0.005], [-0.019, -0.013, -0.009], [-0.003, -0.005, -0.034], [-0.013, 0.002, 0.009], [-0.005, 0.002, 0.001], [-0.004, 0.001, 0.003], [0.007, -0.004, -0.003], [-0.154, -0.083, 0.145], [-0.130, 0.038, 0.140], [0.019, -0.135, -0.115], [0.106, 0.367, 0.256], [-0.062, -0.194, -0.136], [-0.106, -0.325, -0.056], [0.037, 0.077, 0.058], [-0.043, -0.048, 0.033], [0.005, -0.065, -0.105], [0.040, 0.167, -0.021], [0.102, 0.311, -0.012], [-0.099, -0.103, -0.060], [-0.160, 0.108, -0.250], [0.016, -0.009, -0.026], [0.005, 0.001, -0.017], [0.002, -0.001, -0.010], [0.013, 0.013, 0.025], [-0.172, 0.663, 0.415], [-0.041, 0.018, -0.050], [0.000, -0.018, -0.055], [0.008, 0.125, 0.106], [0.018, -0.015, -0.043], [0.116, -0.579, -0.598], [-0.081, 0.186, 0.390], [-0.012, 0.012, -0.024], [0.031, 0.029, 0.008], [0.034, -0.039, 0.012], [0.085, -0.064, 0.087], [-0.043, -0.014, -0.044], [0.012, -0.022, -0.025], [-0.085, -0.092, -0.311], [0.108, 0.078, 0.336], [0.079, -0.099, -0.021]]
}

# 2
{
  "formula": "ClH18O13",
  "method": "ωB97M-V/def2-TZVPD",
  "max_force_ha_per_bohr": 0.08705,
  "energy_ha": -1448.91462,
  "homo_energy_ha": -0.269,
  "total_charge": -1,
  "e_above_lowest_ev": 1.6776,
  "elements": ["Cl", "O", "O", "O", "O", "O", "H", "H", "O", "H", "H", "O", "H", "H", "O", "H", "H", "O", "H", "H", "O", "H", "H", "O", "H", "H", "O", "H", "H", "O", "H", "H"],
  "positions_angstrom": [[-0.7750, 0.1469, -0.9119], [-0.2580, 0.2349, -2.3429], [-1.7790, 1.2999, -0.6739], [-1.3990, -1.1701, -0.5859], [0.3930, 0.2819, -0.0469], [-0.4500, 3.6479, -0.9169], [-0.3000, 3.3789, -0.0049], [-1.0260, 2.9529, -1.2639], [1.4210, 0.5729, 2.4231], [0.8540, 0.5729, 1.6581], [1.8350, -0.2841, 2.2661], [1.7630, -2.1011, -1.5769], [1.2390, -1.3731, -1.7909], [2.4320, -2.1161, -2.1879], [-0.9430, -2.4371, 1.6271], [-1.2880, -2.0761, 0.7971], [-0.6330, -3.3031, 1.4451], [1.7000, -2.1241, 1.1271], [0.7940, -2.3651, 1.1841], [1.7890, -2.1021, 0.1921], [1.4730, 1.9459, -3.4969], [0.8030, 1.3589, -3.1879], [2.3570, 1.5859, -3.4279], [-3.3080, -0.6481, 2.0201], [-3.6790, -1.1061, 2.7641], [-2.6750, -1.3651, 1.8191], [3.0330, 0.3959, -0.4319], [2.1300, 0.1989, -0.1769], [3.1260, 0.4909, -1.3789], [-2.8160, 2.1189, 1.9561], [-3.1650, 1.2219, 2.1231], [-2.6470, 2.1659, 1.0021]],
  "atomic_forces_ev_per_a": [[-0.877, 1.813, -0.291], [-1.796, -1.149, 2.865], [2.421, -3.659, -0.888], [0.428, 2.279, -1.780], [-1.705, 0.179, -0.821], [-0.040, 0.312, -0.096], [0.024, -0.036, -0.027], [0.209, 0.152, 0.152], [0.441, -0.225, 0.450], [-0.644, 0.484, -0.136], [0.280, -0.217, 0.277], [-1.259, -2.029, 2.297], [-1.547, 2.006, -0.669], [2.642, -0.114, -2.180], [-0.877, 0.768, 0.895], [0.421, 0.038, -0.310], [0.024, -1.460, -0.242], [1.193, -0.102, 1.236], [-1.241, 0.184, 0.813], [0.922, 0.164, -1.587], [0.912, 1.567, -1.089], [-0.334, -0.890, 0.668], [-0.262, -0.361, 0.213], [0.438, -1.188, -0.266], [-0.919, 0.221, 0.967], [0.254, 0.817, -0.428], [1.416, 0.078, 0.387], [-0.075, 0.122, -0.478], [-0.553, 0.020, -0.017], [-0.325, 0.096, 0.024], [0.492, 0.433, -0.406], [-0.060, -0.305, 0.466]]
}

# 3
{
  "formula": "C5H9Br",
  "method": "ωB97M-V/def2-TZVPD",
  "max_force_ha_per_bohr": 0.00887,
  "energy_ha": -2769.85702,
  "homo_energy_ha": -0.371,
  "total_charge": 0,
  "e_above_lowest_ev": 0.6471,
  "smiles": "C=C1C[C@@H]1C.Br",
  "elements": ["C", "C", "C", "C", "C", "H", "H", "H", "H", "H", "H", "H", "H", "Br", "H"],
  "positions_angstrom": [[1.4426, -1.0801, 0.1240], [0.4455, -0.2815, -0.1774], [-0.3796, 0.3509, -1.2102], [-0.6614, 0.5705, 0.2667], [-0.3798, 1.9142, 0.8968], [2.0625, -1.5322, -0.6364], [1.7151, -1.2833, 1.1487], [-1.0560, -0.2607, -1.7909], [0.0484, 1.1690, -1.7725], [-1.5326, 0.0705, 0.6784], [-0.1214, 1.7948, 1.9476], [-1.2583, 2.5548, 0.8304], [0.4477, 2.4040, 0.3908], [-0.7634, -3.7866, -0.4636], [-0.0091, -2.6043, -0.2326]],
  "atomic_forces_ev_per_a": [[0.383, 0.029, 0.102], [-0.395, 0.198, -0.078], [0.040, -0.099, -0.293], [0.050, 0.094, 0.345], [-0.074, -0.146, -0.027], [0.027, -0.031, -0.160], [-0.030, -0.013, 0.172], [-0.073, -0.131, 0.027], [0.060, 0.148, 0.016], [0.004, -0.132, -0.120], [0.030, 0.051, 0.062], [-0.005, 0.070, -0.009], [0.114, 0.088, -0.017], [-0.259, -0.367, -0.078], [0.128, 0.241, 0.057]]
}

# 4
{
  "formula": "C3H5NO2",
  "method": "ωB97M-V/def2-TZVPD",
  "max_force_ha_per_bohr": 0.07186,
  "energy_ha": -322.39508,
  "homo_energy_ha": -0.291,
  "total_charge": 0,
  "e_above_lowest_ev": 4.8778,
  "elements": ["N", "C", "O", "C", "C", "O", "H", "H", "H", "H", "H"],
  "positions_angstrom": [[-1.8364, -0.3407, 0.2131], [-0.7120, 0.3873, -0.0506], [-0.7389, 1.4950, -0.5435], [0.5577, -0.3721, 0.4333], [1.9283, 0.7709, -0.4547], [1.7054, -0.5131, -0.5890], [-1.7895, -1.3209, 0.4386], [-2.7252, 0.0334, -0.0843], [0.3232, -1.4159, 0.5476], [0.8425, 0.0689, 1.4039], [2.4450, 1.2072, -1.3143]],
  "atomic_forces_ev_per_a": [[-0.065, 0.033, -0.032], [0.179, -0.159, -0.339], [0.273, -0.652, 0.174], [-0.081, -1.778, -0.160], [1.617, 1.795, -0.225], [-2.383, 2.101, 1.888], [0.028, 0.180, -0.023], [0.145, 0.027, 0.069], [-0.567, -0.691, 0.345], [0.343, -0.333, -0.797], [0.510, -0.524, -0.898]]
}